[1]
{"formula": "C35H36MoN4OSSi", "method": "ωB97M-V/def2-TZVPD", "elements": ["Mo", "N", "C", "S", "N", "N", "C", "C", "C", "C", "C", "C", "C", "C", "C", "C", "C", "C", "N", "H", "H", "H", "H", "H", "H", "H", "H", "H", "H", "H", "C", "C", "C", "C", "C", "C", "H", "H", "H", "H", "H", "H", "C", "C", "C", "C", "Si", "O", "C", "C", "C", "C", "C", "C", "C", "C", "C", "C", "C", "C", "H", "H", "H", "H", "H", "H", "H", "H", "H", "H", "H", "H", "H", "H", "H", "H", "H", "H", "H"], "positions_angstrom": [[-0.097912, -0.101882, -0.262758], [0.582187, -3.855469, -2.286514], [0.098829, -2.875752, -1.527573], [1.290776, -1.830733, -0.702235], [-1.179213, -2.712266, -1.380219], [-1.445995, -1.696147, -0.493547], [-2.570136, -1.697172, 0.140731], [-3.653804, -2.659082, -0.092150], [-4.163063, -2.818586, -1.380679], [-5.197239, -3.711491, -1.599968], [-5.694774, -4.470673, -0.549041], [-5.169675, -4.332661, 0.728847], [-4.158149, -3.416556, 0.965623], [-2.663748, -0.661036, 1.186497], [-3.830858, -0.411227, 1.879298], [-3.817162, 0.519899, 2.910616], [-2.632447, 1.157320, 3.224382], [-1.511101, 0.886153, 2.462032], [-1.513729, 0.020532, 1.441666], [1.571848, -3.989775, -2.398971], [-0.048907, -4.529071, -2.691929], [-3.752661, -2.240747, -2.198921], [-5.611589, -3.824467, -2.592394], [-6.492308, -5.179095, -0.727949], [-5.546906, -4.939673, 1.540237], [-3.745932, -3.311181, 1.961961], [-4.735026, -0.941804, 1.620549], [-4.723658, 0.729992, 3.462463], [-2.563155, 1.866296, 4.036737], [-0.577823, 1.380756, 2.686458], [3.010375, -0.072884, 1.133459], [3.659405, 0.403145, 0.008739], [3.085297, 1.424485, -0.740396], [1.909992, 2.035193, -0.321975], [1.269625, 1.605673, 0.852567], [1.796618, 0.489791, 1.534569], [3.432876, -0.883758, 1.711574], [4.604316, -0.025471, -0.296087], [3.570405, 1.780676, -1.638996], [1.513571, 2.876193, -0.874511], [0.497312, 2.232513, 1.276285], [1.340551, 0.136515, 2.454163], [-3.217995, 3.579809, -3.104940], [-2.638482, 2.483050, -2.193270], [-3.653115, 1.332825, -2.118272], [-2.392400, 3.030882, -0.787170], [-1.067426, 1.845068, -3.001651], [-0.422280, 0.727266, -1.746920], [0.317586, 3.041912, -3.290572], [1.475979, 2.529680, -3.888846], [2.586661, 3.332999, -4.095476], [2.556334, 4.667872, -3.711693], [1.408786, 5.199675, -3.138656], [0.299657, 4.393052, -2.932819], [-1.323599, 0.699482, -4.430065], [-1.219324, 1.212438, -5.726420], [-1.460562, 0.407332, -6.829559], [-1.804432, -0.924557, -6.650588], [-1.907972, -1.450901, -5.369126], [-1.673244, -0.643620, -4.267811], [-4.165900, 3.933505, -2.691708], [-3.421155, 3.197609, -4.107872], [-2.556851, 4.442613, -3.202504], [-4.585731, 1.694576, -1.676734], [-3.289803, 0.506273, -1.497254], [-3.883655, 0.927984, -3.104847], [-3.339753, 3.351471, -0.344146], [-1.717168, 3.885626, -0.771330], [-1.973448, 2.265980, -0.120480], [1.504993, 1.494305, -4.213856], [3.469575, 2.924730, -4.570363], [3.419058, 5.298410, -3.881642], [1.373510, 6.246101, -2.866526], [-0.587447, 4.837825, -2.501438], [-0.935752, 2.248067, -5.882966], [-1.377138, 0.817123, -7.827009], [-1.988343, -1.555360, -7.510062], [-2.175085, -2.490739, -5.231919], [-1.759212, -1.076474, -3.275365]], "forces_ev_per_angstrom": [[-0.6, -0.1, 0.4], [-0.1, 0.0, 0.0], [0.1, 0.0, 0.0], [0.3, -0.2, -0.1], [0.0, -0.2, 0.0], [0.3, 0.1, 0.0], [-0.2, -0.1, 0.0], [0.1, 0.0, 0.0], [0.0, 0.0, 0.0], [0.0, 0.0, 0.0], [0.0, 0.0, 0.0], [0.0, 0.0, 0.0], [-0.1, 0.0, 0.0], [0.0, 0.1, 0.1], [0.1, 0.0, 0.0], [0.0, 0.1, 0.0], [0.0, 0.0, 0.0], [0.1, 0.0, -0.1], [0.0, 0.0, -0.1], [0.0, 0.0, 0.0], [0.0, 0.0, 0.0], [0.0, 0.0, 0.0], [0.0, 0.0, 0.0], [0.0, 0.0, 0.0], [0.0, 0.0, 0.0], [0.0, 0.0, 0.0], [0.0, 0.0, 0.0], [0.0, 0.0, 0.0], [0.0, 0.0, 0.0], [0.0, 0.0, 0.0], [0.0, 0.0, 0.0], [0.0, 0.0, 0.0], [0.0, 0.1, 0.0], [0.0, -0.1, 0.0], [0.1, 0.0, -0.2], [0.0, 0.0, 0.1], [0.0, 0.0, 0.0], [0.0, 0.0, 0.0], [0.0, 0.0, 0.0], [0.0, 0.0, 0.0], [0.0, 0.0, 0.0], [0.0, 0.0, 0.0], [0.0, 0.0, 0.0], [0.0, 0.0, -0.1], [0.0, 0.0, 0.0], [0.0, 0.0, 0.1], [0.1, -0.2, 0.0], [-0.1, 0.5, -0.1], [-0.1, -0.1, 0.0], [0.0, 0.0, 0.0], [0.0, 0.0, 0.0], [0.0, 0.0, 0.0], [0.0, 0.0, 0.0], [0.0, 0.0, 0.1], [0.0, 0.1, 0.0], [0.0, 0.0, 0.0], [0.0, 0.0, 0.0], [0.0, 0.0, 0.0], [0.0, 0.0, 0.0], [0.0, 0.0, 0.0], [0.0, 0.0, 0.0], [0.0, 0.0, 0.0], [-0.1, 0.0, 0.0], [0.0, 0.0, 0.0], [0.0, 0.0, 0.0], [0.0, 0.0, 0.0], [0.0, 0.0, 0.0], [0.0, 0.1, 0.0], [0.0, 0.0, 0.0], [0.0, 0.0, 0.0], [0.0, 0.0, 0.0], [0.0, 0.0, 0.0], [0.0, 0.0, 0.0], [0.0, 0.0, 0.0], [0.0, 0.0, 0.0], [0.0, 0.0, 0.0], [0.0, 0.0, 0.0], [0.0, 0.0, 0.0], [0.0, 0.0, 0.0]], "homo_energy_ev": -13.958, "e_above_lowest_ev": 0.0000, "energy_ev": -65445.297, "total_charge": 2, "gap_ev": 6.632, "fmax_ha_per_bohr": 0.0133}

[2]
{"formula": "C3H6O2", "method": "ωB97M-V/def2-TZVPD", "elements": ["O", "C", "C", "C", "O", "H", "H", "H", "H", "H", "H"], "positions_angstrom": [[-1.700014, 0.021093, -1.655989], [-0.610249, -0.349222, 0.982811], [0.663235, -0.586126, 0.664607], [1.523898, 0.506509, 0.164872], [2.707167, 0.399281, -0.058500], [-1.532878, 0.968469, -1.586237], [-1.280439, -1.125777, 1.337999], [-1.040119, 0.645992, 0.890129], [-0.838992, -0.380504, -1.484312], [1.117624, -1.569411, 0.756056], [0.990763, 1.469692, -0.011436]], "forces_ev_per_angstrom": [[0.1, 0.1, -0.1], [0.2, 0.0, 0.1], [-0.1, 0.0, 0.1], [0.3, 0.0, 0.0], [-0.5, 0.0, 0.1], [-0.1, -0.1, -0.1], [0.1, 0.1, 0.0], [0.1, -0.1, 0.0], [-0.2, 0.0, -0.1], [0.0, 0.1, 0.0], [0.1, -0.1, 0.1]], "homo_energy_ev": -10.271, "e_above_lowest_ev": 1.6469, "smiles": "C=CC=O.O", "energy_ev": -7302.031, "total_charge": 0, "gap_ev": 10.316, "fmax_ha_per_bohr": 0.0091}

[3]
{"formula": "C24H47ClN2O7", "method": "ωB97M-V/def2-TZVPD", "elements": ["N", "C", "C", "C", "C", "C", "C", "C", "Cl", "C", "O", "N", "C", "O", "H", "H", "H", "H", "H", "H", "H", "C", "C", "C", "O", "H", "H", "H", "H", "H", "H", "H", "H", "C", "C", "C", "O", "H", "H", "H", "H", "H", "H", "H", "H", "C", "C", "C", "O", "H", "H", "H", "H", "H", "H", "H", "H", "C", "C", "C", "O", "H", "H", "H", "H", "H", "H", "H", "H", "C", "C", "C", "O", "H", "H", "H", "H", "H", "H", "H", "H"], "positions_angstrom": [[-1.828537, -4.540444, -2.337531], [-2.319133, -3.339367, -1.548391], [-1.133837, -2.180513, -1.331990], [0.419051, -2.358615, -1.885506], [1.546687, -1.164250, -1.612642], [1.036746, 0.166594, -0.785610], [-0.508131, 0.370165, -0.271012], [-1.645868, -0.808896, -0.525836], [-3.406619, -0.618573, 0.100979], [-0.635990, 1.838547, 0.465906], [-1.741309, 2.534665, 0.840085], [0.816367, 2.254311, 0.574485], [1.825037, 1.518365, -0.290679], [3.079707, 1.951377, -0.496012], [-2.479743, -5.343800, -2.100535], [-0.925175, -4.818432, -1.852318], [-2.594753, -3.734762, -0.456369], [-3.303845, -2.875004, -1.983040], [0.762405, -3.323436, -2.486751], [2.666364, -1.233864, -1.982253], [0.927523, 3.286580, 0.678332], [5.918125, 2.622722, 3.103286], [5.089379, 3.892789, 2.995310], [3.624155, 3.626153, 3.301544], [5.207517, 4.423248, 1.677783], [5.575073, 1.868704, 2.385959], [6.968178, 2.827374, 2.868340], [5.860842, 2.198380, 4.110517], [5.478945, 4.646604, 3.688240], [3.199792, 2.907704, 2.591245], [3.037810, 4.546558, 3.207900], [3.498004, 3.231887, 4.314708], [4.863892, 3.760638, 1.055723], [5.581690, -2.273217, 1.516909], [5.071048, -2.159829, 0.089345], [6.101002, -1.504858, -0.817276], [3.872321, -1.389046, 0.076348], [5.792538, -1.283561, 1.937517], [4.825360, -2.735226, 2.160498], [6.495190, -2.874274, 1.562862], [4.824218, -3.156118, -0.293579], [6.330256, -0.487969, -0.479406], [5.715074, -1.418650, -1.838718], [7.030112, -2.082818, -0.841360], [4.081956, -0.502684, 0.414734], [-1.513483, 6.223752, -2.100601], [-0.588287, 6.688504, -0.987242], [0.756925, 5.983008, -1.053813], [-1.197652, 6.425321, 0.273960], [-1.713271, 5.149241, -2.021267], [-2.481971, 6.730838, -2.032846], [-1.079894, 6.426818, -3.084790], [-0.439903, 7.771489, -1.059887], [0.637614, 4.899964, -0.937374], [1.407961, 6.318261, -0.239274], [1.258654, 6.178802, -2.006595], [-1.333150, 5.465968, 0.347259], [-1.422336, -7.358312, 2.637083], [-1.902916, -6.152582, 1.845370], [-2.377366, -5.038836, 2.765273], [-2.972281, -6.545533, 0.989059], [-2.231341, -7.773443, 3.248608], [-1.095423, -8.156448, 1.961954], [-0.588695, -7.092222, 3.294426], [-1.091737, -5.783323, 1.208355], [-3.220222, -5.371751, 3.381341], [-2.731830, -4.182454, 2.181593], [-1.572412, -4.703146, 3.426502], [-3.697134, -6.874749, 1.546102], [-6.404766, 0.980930, -3.783376], [-7.193139, -0.066009, -3.012705], [-7.710534, 0.488761, -1.695022], [-6.357743, -1.191730, -2.755635], [-5.530265, 1.312112, -3.212102], [-6.028281, 0.563988, -4.723648], [-7.024713, 1.853786, -4.010642], [-8.034837, -0.414663, -3.621095], [-6.882319, 0.802497, -1.049727], [-8.265392, -0.279295, -1.145534], [-8.369641, 1.346874, -1.859588], [-5.607646, -0.891576, -2.215864]], "forces_ev_per_angstrom": [[0.2, 0.0, 1.7], [0.4, 0.2, 1.7], [1.0, 1.9, 0.2], [-0.8, 3.7, 2.0], [-4.2, 0.7, 1.5], [-2.3, -1.6, -0.3], [0.5, -2.7, -1.4], [4.6, 0.1, -1.1], [3.1, -0.4, -1.2], [-2.7, 1.1, 0.3], [7.6, -4.4, -2.4], [-1.3, -0.2, -1.8], [2.8, 0.9, -0.3], [-7.8, -2.7, 1.4], [0.9, 1.3, -0.4], [-1.4, 0.3, -0.8], [0.5, 1.3, -2.0], [2.1, -0.8, 0.6], [-1.0, 2.4, 1.5], [-2.8, 0.1, 1.0], [0.2, -1.2, 0.0], [0.4, 0.0, 0.2], [-0.3, -0.5, -0.4], [-0.2, 0.2, 0.2], [0.1, 0.1, -0.1], [-0.1, 0.1, 0.1], [-0.2, 0.0, 0.1], [0.0, 0.0, -0.1], [0.0, 0.0, -0.3], [0.1, -0.1, 0.1], [0.1, -0.1, 0.1], [0.0, 0.0, -0.1], [0.1, 0.2, 0.2], [-0.1, -0.3, 0.2], [0.4, 0.5, 0.3], [0.1, -0.1, -0.3], [-0.1, 0.0, 0.0], [0.1, 0.0, -0.1], [0.1, 0.0, -0.1], [-0.1, 0.1, 0.0], [-0.2, 0.2, 0.0], [0.0, -0.1, 0.1], [0.1, -0.1, 0.1], [-0.1, 0.1, 0.0], [-0.1, -0.3, -0.2], [-0.2, 0.2, -0.2], [-0.1, -0.7, -0.1], [0.4, 0.2, 0.1], [0.0, 0.0, 0.2], [0.2, 0.0, 0.0], [0.2, 0.0, 0.0], [-0.1, -0.1, 0.1], [-0.1, -0.1, 0.2], [-0.1, 0.0, -0.2], [-0.1, 0.0, -0.1], [0.0, -0.1, 0.1], [0.0, 0.3, 0.0], [0.3, -0.2, -0.1], [-0.4, -0.2, 0.6], [0.1, 0.3, -0.1], [-0.2, 0.0, -0.3], [0.0, 0.2, 0.0], [0.0, 0.2, 0.1], [-0.1, -0.1, 0.0], [-0.2, -0.1, -0.1], [0.1, -0.1, 0.0], [0.1, -0.1, 0.1], [-0.1, 0.0, 0.0], [0.3, 0.2, -0.2], [0.0, 0.1, -0.4], [0.4, 0.4, 0.4], [-0.3, -0.1, 0.2], [0.1, -0.3, 0.0], [-0.2, 0.0, 0.1], [-0.1, 0.0, 0.1], [0.1, -0.1, 0.0], [0.2, -0.2, 0.1], [0.0, 0.1, -0.2], [0.0, 0.1, -0.1], [0.1, -0.1, 0.1], [-0.3, -0.1, -0.2]], "homo_energy_ev": -9.192, "smiles": "NCc1ccc2c(c1Cl)C(=O)NC2=O.CC(C)O.CC(C)O.CC(C)O.CC(C)O.CC(C)O", "energy_ev": -55474.891, "total_charge": 0, "gap_ev": 7.368, "fmax_ha_per_bohr": 0.1773}

[4]
{"formula": "H22O11", "method": "ωB97M-V/def2-TZVPD", "elements": ["H", "H", "H", "H", "H", "H", "H", "H", "H", "H", "H", "H", "H", "H", "H", "H", "H", "H", "H", "H", "H", "H", "O", "O", "O", "O", "O", "O", "O", "O", "O", "O", "O"], "positions_angstrom": [[0.559910, -0.078644, -0.010410], [0.366571, 1.354450, 0.575115], [3.765664, -3.150919, -0.914043], [4.225038, -2.070520, -1.929908], [-5.565789, 0.067089, -0.635810], [-4.255906, -0.695265, -0.759291], [-1.175513, -2.473149, 2.051323], [0.269404, -2.047672, 1.688616], [1.548512, -0.039275, 2.380822], [3.014669, -0.154731, 3.192888], [-2.566243, -4.022569, -0.723176], [-1.911559, -3.842917, 0.690082], [2.167494, 3.466763, -1.728298], [3.121252, 2.452687, -1.302320], [-5.291170, 2.279149, -0.208815], [-4.015260, 1.796328, -0.865608], [1.960170, -1.563665, -1.108410], [0.406629, -1.718446, -1.368717], [1.104991, -0.087159, -1.675290], [0.964571, 1.421238, -1.643085], [-0.264385, 4.274045, 1.171191], [0.604375, 4.405107, 2.495710], [-0.090099, 0.651920, 0.107465], [3.830020, -2.135330, -1.075922], [-4.621590, 0.229400, -0.766211], [-0.227763, -2.851136, 1.856324], [2.275653, -0.634324, 2.775460], [-1.938817, -3.472662, -0.230234], [2.926332, 3.352553, -1.142106], [-4.498905, 1.705335, -0.099400], [1.141064, -1.842143, -0.670169], [1.633760, 0.751945, -1.707148], [0.536915, 4.672502, 1.579380]], "forces_ev_per_angstrom": [[-0.5, 0.5, 0.5], [0.2, 0.1, 0.0], [0.1, 2.7, -0.3], [0.6, 0.1, -1.0], [0.3, -0.1, 0.0], [-0.4, -0.5, -0.7], [2.8, -1.0, -0.5], [0.3, 0.0, -0.2], [2.3, -0.9, 1.3], [-1.0, 0.3, -0.6], [0.2, 0.1, 0.3], [0.2, 0.4, -1.5], [0.1, 0.4, 0.1], [0.6, -1.8, 0.0], [1.0, 0.5, 0.3], [1.4, 1.0, -2.1], [0.5, -0.5, 0.2], [1.5, -0.9, 1.7], [0.9, 1.6, -0.2], [-0.6, 0.4, 0.2], [0.8, 0.4, 0.9], [-0.3, -0.2, 0.1], [-0.4, -0.6, 0.6], [-0.6, -2.8, 1.2], [-0.5, -14.8, -5.2], [-3.1, 0.9, 1.0], [-1.4, 0.7, -0.7], [-0.4, -0.6, 0.8], [-0.7, 1.3, -0.1], [-1.8, 13.9, 7.7], [-2.1, 0.8, -1.7], [0.5, -1.5, -1.0], [-0.6, -0.1, -0.9]], "homo_energy_ev": -7.365, "e_above_lowest_ev": 8.3738, "energy_ev": -22873.140, "total_charge": 0, "gap_ev": 7.540, "fmax_ha_per_bohr": 0.3106}

Please write out number 4 again, unchanged.
{"formula": "H22O11", "method": "ωB97M-V/def2-TZVPD", "elements": ["H", "H", "H", "H", "H", "H", "H", "H", "H", "H", "H", "H", "H", "H", "H", "H", "H", "H", "H", "H", "H", "H", "O", "O", "O", "O", "O", "O", "O", "O", "O", "O", "O"], "positions_angstrom": [[0.559910, -0.078644, -0.010410], [0.366571, 1.354450, 0.575115], [3.765664, -3.150919, -0.914043], [4.225038, -2.070520, -1.929908], [-5.565789, 0.067089, -0.635810], [-4.255906, -0.695265, -0.759291], [-1.175513, -2.473149, 2.051323], [0.269404, -2.047672, 1.688616], [1.548512, -0.039275, 2.380822], [3.014669, -0.154731, 3.192888], [-2.566243, -4.022569, -0.723176], [-1.911559, -3.842917, 0.690082], [2.167494, 3.466763, -1.728298], [3.121252, 2.452687, -1.302320], [-5.291170, 2.279149, -0.208815], [-4.015260, 1.796328, -0.865608], [1.960170, -1.563665, -1.108410], [0.406629, -1.718446, -1.368717], [1.104991, -0.087159, -1.675290], [0.964571, 1.421238, -1.643085], [-0.264385, 4.274045, 1.171191], [0.604375, 4.405107, 2.495710], [-0.090099, 0.651920, 0.107465], [3.830020, -2.135330, -1.075922], [-4.621590, 0.229400, -0.766211], [-0.227763, -2.851136, 1.856324], [2.275653, -0.634324, 2.775460], [-1.938817, -3.472662, -0.230234], [2.926332, 3.352553, -1.142106], [-4.498905, 1.705335, -0.099400], [1.141064, -1.842143, -0.670169], [1.633760, 0.751945, -1.707148], [0.536915, 4.672502, 1.579380]], "forces_ev_per_angstrom": [[-0.5, 0.5, 0.5], [0.2, 0.1, 0.0], [0.1, 2.7, -0.3], [0.6, 0.1, -1.0], [0.3, -0.1, 0.0], [-0.4, -0.5, -0.7], [2.8, -1.0, -0.5], [0.3, 0.0, -0.2], [2.3, -0.9, 1.3], [-1.0, 0.3, -0.6], [0.2, 0.1, 0.3], [0.2, 0.4, -1.5], [0.1, 0.4, 0.1], [0.6, -1.8, 0.0], [1.0, 0.5, 0.3], [1.4, 1.0, -2.1], [0.5, -0.5, 0.2], [1.5, -0.9, 1.7], [0.9, 1.6, -0.2], [-0.6, 0.4, 0.2], [0.8, 0.4, 0.9], [-0.3, -0.2, 0.1], [-0.4, -0.6, 0.6], [-0.6, -2.8, 1.2], [-0.5, -14.8, -5.2], [-3.1, 0.9, 1.0], [-1.4, 0.7, -0.7], [-0.4, -0.6, 0.8], [-0.7, 1.3, -0.1], [-1.8, 13.9, 7.7], [-2.1, 0.8, -1.7], [0.5, -1.5, -1.0], [-0.6, -0.1, -0.9]], "homo_energy_ev": -7.365, "e_above_lowest_ev": 8.3738, "energy_ev": -22873.140, "total_charge": 0, "gap_ev": 7.540, "fmax_ha_per_bohr": 0.3106}